{"formula": "C6H6O3V", "method": "wB97M-V/def2-TZVPD", "symbols": ["O", "C", "O", "C", "H", "H", "C", "H", "H", "H", "C", "C", "C", "O", "V", "H"], "coordinates": [[2.08, 0.87, -0.82], [2.18, -0.36, -0.39], [3.16, -1.09, -0.55], [-2.74, -0.80, -0.37], [-2.83, -1.80, 0.09], [-2.64, -0.98, -1.45], [-3.96, 0.05, -0.07], [-3.95, 0.98, -0.66], [-4.88, -0.51, -0.32], [-4.01, 0.32, 0.99], [0.98, -0.64, 0.44], [-0.22, -0.95, -0.04], [-1.44, -0.22, 0.10], [-1.41, 0.96, 0.58], [0.43, 1.56, 0.20], [0.32, -2.08, 0.34]], "mulliken_spin": [-0.020, -0.050, 0.004, 0.007, -0.006, -0.013, -0.002, 0.000, 0.000, 0.000, 0.021, 0.068, -0.237, -0.063, 3.267, 0.024], "multiplicity": 4, "mol_weight_g_mol": 177.06, "s_squared": 4.08, "lumo_ev": [-1.26, -1.25], "orbital_gap_ev": [6.55, 6.43], "homo_ev": [-7.811, -7.684], "total_charge": 0, "e_above_lowest_kj_mol": 0.0}

---

{"formula": "C5H11B", "method": "wB97M-V/def2-TZVPD", "symbols": ["C", "C", "B", "C", "C", "C", "H", "H", "H", "H", "H", "H", "H", "H", "H", "H", "H"], "coordinates": [[3.13, -0.47, 0.15], [1.78, -0.50, -0.03], [0.96, 0.83, 0.01], [-0.50, 1.00, -0.57], [-1.62, 0.44, 0.35], [-2.09, -0.97, -0.01], [3.79, 0.08, -0.51], [3.55, -1.00, 1.01], [1.33, -1.48, -0.14], [1.47, 1.76, 0.57], [-0.57, 0.63, -1.60], [-0.67, 2.08, -0.65], [-1.29, 0.47, 1.39], [-2.48, 1.12, 0.27], [-1.52, -1.75, 0.49], [-2.14, -1.15, -1.08], [-3.11, -1.08, 0.36]], "mulliken_charge": [-0.454, -0.330, 0.137, -0.684, -0.323, -1.113, 0.256, 0.243, 0.293, -0.108, 0.331, 0.249, 0.224, 0.350, 0.271, 0.301, 0.357], "mol_weight_g_mol": 81.95, "lumo_ev": -0.44, "orbital_gap_ev": 8.02, "homo_ev": -8.459, "total_charge": 0, "e_above_lowest_kj_mol": 275.3}

---

{"formula": "C18H33AuN7OPS2", "method": "wB97M-V/def2-TZVPD", "symbols": ["Au", "C", "C", "N", "N", "C", "N", "S", "C", "C", "C", "C", "C", "N", "H", "H", "H", "H", "H", "H", "H", "H", "H", "H", "C", "C", "S", "O", "C", "C", "H", "H", "H", "H", "H", "H", "H", "H", "H", "H", "C", "N", "C", "N", "C", "N", "C", "P", "C", "C", "H", "H", "H", "H", "H", "H", "H", "H", "H", "H", "H", "H", "H"], "coordinates": [[0.10, -0.24, 0.39], [-1.64, 2.09, 3.88], [-1.30, 1.21, 2.74], [-0.39, 1.44, 1.85], [0.36, 2.56, 1.78], [1.37, 2.69, 0.90], [2.04, 3.83, 0.86], [1.84, 1.43, -0.16], [-2.06, -0.04, 2.56], [-3.17, -0.34, 3.35], [-3.91, -1.49, 3.09], [-3.53, -2.31, 2.04], [-2.40, -1.95, 1.31], [-1.69, -0.87, 1.57], [-0.96, 2.92, 4.01], [-1.65, 1.51, 4.81], [-2.65, 2.49, 3.75], [0.14, 3.34, 2.40], [1.83, 4.61, 1.46], [2.81, 3.96, 0.21], [-3.47, 0.31, 4.15], [-4.77, -1.72, 3.70], [-4.09, -3.20, 1.79], [-2.07, -2.56, 0.49], [-2.46, 1.76, -5.12], [-2.31, 0.65, -4.13], [-0.67, 0.79, -3.20], [-0.78, -0.01, -1.95], [0.49, -0.18, -4.25], [0.04, -1.63, -4.39], [-3.33, 1.53, -5.75], [-1.62, 1.85, -5.79], [-2.68, 2.72, -4.66], [-2.25, -0.33, -4.60], [-3.10, 0.65, -3.37], [1.45, -0.12, -3.74], [0.57, 0.32, -5.21], [-0.25, -2.03, -3.42], [0.85, -2.23, -4.79], [-0.80, -1.72, -5.08], [4.33, -3.79, 0.74], [3.88, -3.75, -0.72], [3.09, -5.03, -0.99], [2.02, -5.12, -0.06], [2.50, -5.19, 1.31], [3.20, -3.95, 1.58], [2.36, -2.80, 1.69], [1.50, -2.44, 0.06], [3.05, -2.55, -1.01], [0.94, -4.22, -0.27], [4.87, -2.87, 0.97], [5.01, -4.64, 0.87], [4.71, -3.74, -1.32], [3.76, -5.89, -0.86], [2.72, -5.02, -2.02], [3.18, -6.04, 1.42], [1.66, -5.32, 2.00], [2.95, -1.92, 1.98], [1.61, -2.96, 2.47], [3.65, -1.65, -0.86], [2.75, -2.58, -2.06], [0.58, -4.29, -1.30], [0.11, -4.47, 0.40]], "mulliken_charge": [1.097, -1.692, 0.753, -0.322, -0.211, 0.673, -0.325, -0.270, 0.814, -0.534, -0.589, -0.864, -0.156, -0.191, 0.459, 0.415, 0.455, 0.210, 0.229, 0.229, 0.435, 0.480, 0.472, 0.580, -1.105, -0.368, 0.297, -0.607, -0.347, -1.251, 0.367, 0.328, 0.334, 0.223, 0.443, 0.296, 0.475, 0.291, 0.376, 0.387, -0.776, 0.069, -0.768, 0.247, -0.854, 0.224, -0.985, 1.263, -1.167, -1.072, 0.376, 0.362, 0.373, 0.363, 0.380, 0.313, 0.347, 0.498, 0.475, 0.498, 0.602, 0.450, 0.498], "mol_weight_g_mol": 655.59, "lumo_ev": [-15.11, -15.11], "orbital_gap_ev": [3.92, 3.93], "homo_ev": [-19.028, -19.035], "total_charge": 4, "e_above_lowest_kj_mol": 113.4}

---

{"formula": "C5H8N2", "method": "wB97M-V/def2-TZVPD", "symbols": ["C", "C", "C", "N", "C", "C", "N", "H", "H", "H", "H", "H", "H", "H", "H"], "coordinates": [[-2.18, -0.72, 0.27], [-1.18, -0.26, -0.72], [-0.14, 0.70, -0.42], [0.86, -0.12, 0.34], [2.05, 0.54, 0.87], [2.10, -0.37, -0.35], [2.58, -0.84, -1.35], [-2.17, -0.13, 1.19], [-2.00, -1.77, 0.54], [-3.19, -0.69, -0.17], [-1.15, -0.77, -1.68], [0.32, 1.15, -1.31], [-0.50, 1.47, 0.27], [2.21, 1.60, 0.66], [2.41, 0.21, 1.85]], "mulliken_charge": [-1.041, -0.344, -0.457, -0.170, -0.307, 0.272, -0.485, 0.311, 0.248, 0.358, 0.377, 0.422, 0.311, 0.257, 0.249], "mol_weight_g_mol": 96.13, "lumo_ev": [-0.70, 0.37], "orbital_gap_ev": [7.22, 9.22], "homo_ev": [-7.914, -8.850], "total_charge": 0, "e_above_lowest_kj_mol": 513.3}

---

{"formula": "C3H5NO2", "method": "wB97M-V/def2-TZVPD", "symbols": ["C", "C", "C", "H", "H", "H", "H", "H", "N", "O", "O"], "coordinates": [[-0.66, -1.22, 0.14], [1.01, 0.67, -0.18], [-0.14, 1.65, 0.29], [-0.77, -1.04, 1.20], [-0.38, -2.39, 0.35], [-1.67, -1.20, -0.54], [1.23, -1.03, -0.87], [-1.28, 1.14, 0.11], [0.52, -0.47, -0.45], [2.14, 1.08, -0.51], [0.00, 2.81, 0.47]], "mulliken_charge": [-0.907, 0.594, 0.044, 0.381, 0.291, 0.289, 0.257, 0.162, -0.129, -0.625, -0.358], "mol_weight_g_mol": 87.08, "lumo_ev": 0.16, "orbital_gap_ev": 9.67, "homo_ev": -9.516, "total_charge": 0, "e_above_lowest_kj_mol": 259.4}

---

{"formula": "C42H51CdGeN6O4S2Si2", "method": "wB97M-V/def2-TZVPD", "symbols": ["Cd", "C", "Si", "C", "C", "C", "C", "C", "C", "N", "C", "S", "H", "H", "H", "H", "H", "H", "H", "H", "H", "H", "H", "H", "O", "C", "O", "C", "O", "O", "C", "Si", "C", "C", "C", "C", "C", "C", "N", "C", "S", "H", "H", "H", "H", "H", "H", "H", "H", "H", "H", "H", "H", "C", "C", "C", "C", "C", "C", "Ge", "C", "C", "C", "C", "C", "C", "C", "C", "C", "C", "C", "C", "H", "H", "H", "H", "H", "H", "H", "H", "H", "H", "H", "H", "H", "H", "H", "C", "N", "C", "N", "C", "N", "C", "N", "C", "C", "H", "H", "H", "H", "H", "H", "H", "H", "H", "H", "H", "H"], "coordinates": [[-0.15, 0.55, -0.37], [0.81, -5.49, 4.09], [1.68, -4.24, 2.93], [1.93, -5.19, 1.32], [3.32, -3.89, 3.81], [0.57, -2.73, 2.85], [-0.43, -2.51, 3.77], [-1.31, -1.44, 3.62], [-1.17, -0.64, 2.50], [-0.19, -0.80, 1.61], [0.73, -1.79, 1.78], [2.08, -1.85, 0.77], [1.32, -6.46, 4.03], [-0.23, -5.65, 3.81], [0.84, -5.16, 5.13], [2.08, -6.26, 1.50], [2.78, -4.80, 0.76], [1.05, -5.08, 0.67], [3.92, -4.79, 3.92], [3.12, -3.49, 4.81], [3.91, -3.15, 3.27], [-0.55, -3.19, 4.61], [-2.10, -1.24, 4.34], [-1.85, 0.18, 2.31], [-4.06, 0.89, -2.79], [-3.21, 1.23, -2.00], [-2.75, 0.87, -0.93], [-2.40, 2.82, -2.59], [-3.26, 3.63, -2.83], [-1.20, 2.65, -2.63], [4.43, -1.33, -5.35], [3.05, -0.04, -5.11], [1.48, -0.75, -5.85], [3.54, 1.47, -6.17], [3.08, 0.52, -3.31], [4.26, 1.09, -2.85], [4.37, 1.60, -1.56], [3.25, 1.55, -0.76], [2.11, 1.01, -1.15], [2.00, 0.45, -2.38], [0.50, -0.33, -2.68], [4.54, -1.60, -6.40], [4.20, -2.23, -4.79], [5.40, -0.96, -5.00], [1.61, -0.98, -6.91], [0.66, -0.04, -5.74], [1.19, -1.65, -5.32], [3.71, 1.17, -7.21], [4.46, 1.94, -5.81], [2.75, 2.22, -6.15], [5.12, 1.15, -3.51], [5.30, 2.04, -1.21], [3.26, 1.96, 0.25], [-4.55, 3.49, 3.38], [-3.38, 3.31, 4.11], [-2.16, 3.14, 3.46], [-2.08, 3.15, 2.06], [-3.26, 3.34, 1.35], [-4.48, 3.51, 1.99], [-0.41, 2.75, 1.02], [-0.13, 4.48, 0.05], [-0.97, 5.59, 0.14], [-0.73, 6.74, -0.60], [0.36, 6.81, -1.45], [1.21, 5.71, -1.56], [0.96, 4.57, -0.83], [1.02, 2.90, 2.44], [2.05, 3.83, 2.40], [3.11, 3.80, 3.30], [3.14, 2.84, 4.30], [2.12, 1.90, 4.37], [1.09, 1.92, 3.44], [-5.50, 3.60, 3.88], [-3.42, 3.29, 5.19], [-1.26, 2.99, 4.04], [-3.23, 3.34, 0.26], [-5.38, 3.65, 1.40], [-1.83, 5.55, 0.80], [-1.42, 7.58, -0.52], [0.53, 7.70, -2.04], [2.05, 5.75, -2.24], [1.61, 3.70, -0.95], [2.03, 4.60, 1.63], [3.91, 4.53, 3.22], [3.97, 2.81, 5.00], [2.14, 1.13, 5.14], [0.33, 1.15, 3.49], [-3.66, -2.00, -0.43], [-2.24, -2.28, -0.61], [-2.01, -2.67, -1.99], [-2.80, -3.86, -2.37], [-4.21, -3.54, -2.14], [-4.49, -3.17, -0.75], [-4.08, -4.28, 0.11], [-2.67, -4.62, -0.06], [-1.88, -3.41, 0.25], [-2.43, -4.95, -1.47], [-3.95, -1.17, -1.08], [-3.84, -1.70, 0.61], [-0.94, -2.89, -2.13], [-2.28, -1.84, -2.65], [-4.82, -4.42, -2.40], [-4.49, -2.70, -2.79], [-4.69, -5.16, -0.11], [-4.24, -3.99, 1.15], [-0.82, -3.64, 0.12], [-2.06, -3.14, 1.29], [-3.00, -5.84, -1.73], [-1.36, -5.16, -1.59]], "mulliken_spin": [0.017, 0.000, 0.000, 0.000, 0.000, 0.000, 0.000, 0.001, -0.003, -0.006, 0.001, 0.000, 0.000, 0.000, 0.000, 0.000, 0.000, 0.000, 0.000, 0.000, 0.000, 0.000, 0.000, 0.002, 0.165, 0.130, 0.195, 0.112, 0.181, 0.194, 0.000, 0.000, 0.000, 0.000, 0.000, 0.000, 0.000, 0.000, 0.001, -0.001, -0.003, 0.000, 0.000, 0.000, 0.000, 0.000, 0.000, 0.000, 0.000, 0.000, 0.000, 0.000, 0.000, 0.000, 0.000, 0.000, 0.003, 0.000, 0.000, 0.002, 0.007, -0.004, 0.002, -0.003, 0.002, 0.009, 0.001, -0.001, 0.000, 0.000, 0.000, -0.001, 0.000, 0.000, 0.000, -0.003, 0.000, -0.001, 0.000, 0.000, 0.000, -0.009, 0.000, 0.000, 0.000, 0.000, 0.000, 0.003, -0.018, 0.002, 0.000, 0.000, 0.001, 0.001, 0.000, 0.003, 0.000, 0.020, -0.006, 0.000, 0.003, 0.000, 0.001, 0.000, 0.000, 0.000, 0.001, 0.000, 0.000], "multiplicity": 2, "mol_weight_g_mol": 1009.24, "s_squared": 0.75, "lumo_ev": [4.19, 4.18], "orbital_gap_ev": [6.62, 6.61], "homo_ev": [-2.427, -2.427], "total_charge": -2, "e_above_lowest_kj_mol": 0.0}

---

Repeat the first record exactly.
{"formula": "C6H6O3V", "method": "wB97M-V/def2-TZVPD", "symbols": ["O", "C", "O", "C", "H", "H", "C", "H", "H", "H", "C", "C", "C", "O", "V", "H"], "coordinates": [[2.08, 0.87, -0.82], [2.18, -0.36, -0.39], [3.16, -1.09, -0.55], [-2.74, -0.80, -0.37], [-2.83, -1.80, 0.09], [-2.64, -0.98, -1.45], [-3.96, 0.05, -0.07], [-3.95, 0.98, -0.66], [-4.88, -0.51, -0.32], [-4.01, 0.32, 0.99], [0.98, -0.64, 0.44], [-0.22, -0.95, -0.04], [-1.44, -0.22, 0.10], [-1.41, 0.96, 0.58], [0.43, 1.56, 0.20], [0.32, -2.08, 0.34]], "mulliken_spin": [-0.020, -0.050, 0.004, 0.007, -0.006, -0.013, -0.002, 0.000, 0.000, 0.000, 0.021, 0.068, -0.237, -0.063, 3.267, 0.024], "multiplicity": 4, "mol_weight_g_mol": 177.06, "s_squared": 4.08, "lumo_ev": [-1.26, -1.25], "orbital_gap_ev": [6.55, 6.43], "homo_ev": [-7.811, -7.684], "total_charge": 0, "e_above_lowest_kj_mol": 0.0}